Molecular formula: C45H58ClN3O20S
Method: DFT, ωB97M-V with the def2-TZVPD basis set

Calculated values
- LUMO (eV) = 0.0
- electronic energy (Eh) = -4277.1229
- HOMO (hartree) = -0.30779
- total charge = 0

Geometry (Å):
O1 -4.68807 8.83170 -1.19224
C1 -5.07786 7.78757 -0.90119
N1 -5.52967 6.69208 -0.62462
C2 -4.60164 5.60394 -0.94847
C3 -4.14767 5.44498 -2.21144
C4 -3.28356 4.36945 -2.59162
C5 -2.91336 4.38890 -4.06352
C6 -1.46608 4.14789 -4.41604
O2 -0.80991 4.99340 -4.93367
Cl1 -0.71238 2.58730 -4.09126
C7 -2.89125 3.46061 -1.66429
C8 -3.33875 3.63293 -0.32567
N2 -3.04010 2.85007 0.71571
S1 -3.75502 3.45709 2.01693
N3 -4.51819 4.71970 1.34927
C9 -4.19670 4.69989 0.06820
H1 -4.44721 6.15474 -2.96738
H2 -3.09335 5.40322 -4.39770
H3 -3.57345 3.75410 -4.65189
H4 -2.26047 2.62211 -1.90846
O3 -5.63328 6.93045 -4.59919
C10 -6.20019 7.95612 -4.34865
O4 -7.27851 8.01198 -3.53949
C11 -7.80415 9.35128 -3.50381
C12 -6.64230 10.24501 -3.91565
C13 -5.87487 9.33916 -4.87678
H5 -8.64305 9.41010 -4.20037
H6 -8.16551 9.56228 -2.50046
H7 -6.96127 11.18983 -4.35102
H8 -6.02060 10.46694 -3.04742
H9 -6.24416 9.41511 -5.90054
H10 -4.80357 9.51621 -4.85344
O5 -1.61897 1.60651 3.16850
C14 -0.46649 1.91305 3.29570
O6 0.54238 1.03679 3.12573
C15 1.80579 1.65598 3.44837
C16 1.55815 3.15015 3.30086
C17 0.08614 3.26637 3.69634
H11 2.07562 1.37542 4.46821
H12 2.57120 1.28442 2.77095
H13 2.23164 3.75596 3.90310
H14 1.68209 3.44445 2.25802
H15 -0.04275 3.38991 4.77301
H16 -0.42952 4.06209 3.16520
O7 0.00450 1.92556 -1.03591
C18 0.34799 0.78124 -1.13084
O8 0.32368 0.09357 -2.30441
C19 0.68454 -1.28623 -2.06618
C20 1.45764 -1.27944 -0.75643
C21 0.81270 -0.11976 -0.01772
H17 -0.23832 -1.86837 -1.99570
H18 1.27071 -1.65510 -2.90549
H19 1.40963 -2.22290 -0.22101
H20 2.50858 -1.04956 -0.94194
H21 -0.05475 -0.43771 0.55076
H22 1.50885 0.40099 0.62947
O9 -0.59820 -2.68488 1.08579
C22 -1.77777 -2.45657 1.09367
O10 -2.69040 -3.32059 0.59816
C23 -3.99715 -2.70646 0.62240
C24 -3.91019 -1.60381 1.66961
C25 -2.45328 -1.18850 1.56547
H23 -4.20007 -2.31130 -0.37586
H24 -4.74349 -3.46132 0.85858
H25 -4.61330 -0.79854 1.50448
H26 -4.10412 -2.01851 2.65941
H27 -2.31021 -0.41660 0.80503
H28 -2.03691 -0.85382 2.50722
O11 4.04645 -3.79375 -0.55792
C26 3.35807 -4.76959 -0.45116
O12 3.69951 -5.98676 -0.92577
C27 2.60127 -6.90846 -0.73161
C28 1.77114 -6.31115 0.39725
C29 1.98847 -4.81629 0.18101
H29 2.03922 -6.97694 -1.66444
H30 3.00062 -7.88994 -0.48845
H31 0.72772 -6.61729 0.37508
H32 2.18759 -6.60837 1.36142
H33 1.26382 -4.39382 -0.51528
H34 1.97980 -4.25735 1.11195
O13 -0.27883 -7.38051 -3.09892
C30 0.24938 -7.08347 -4.12954
O14 1.09509 -7.91265 -4.78602
C31 1.65732 -7.24449 -5.92977
C32 0.68035 -6.12344 -6.25766
C33 0.13603 -5.76704 -4.87582
H35 2.64556 -6.86809 -5.65741
H36 1.76552 -7.96110 -6.74005
H37 1.14395 -5.29115 -6.78310
H38 -0.12737 -6.50728 -6.88220
H39 0.75616 -5.02591 -4.36888
H40 -0.89608 -5.43091 -4.90436
O15 5.67257 0.93488 1.85844
C34 6.14878 -0.08614 1.44574
O16 5.56701 -1.28699 1.63442
C35 6.41705 -2.33751 1.12047
C36 7.31606 -1.66048 0.10541
C37 7.45891 -0.25926 0.69660
H41 6.98380 -2.76150 1.94999
H42 5.79984 -3.11264 0.67653
H43 8.26050 -2.17981 -0.04035
H44 6.80956 -1.60044 -0.86000
H45 8.28060 -0.19825 1.41193
H46 7.56972 0.50795 -0.06441
O17 -5.25937 0.55128 3.25275
C38 -5.72594 0.79671 4.32473
O18 -6.37137 -0.13061 5.07369
C39 -6.91371 0.47919 6.25775
C40 -6.08810 1.74073 6.47171
C41 -5.73857 2.13501 5.03798
H47 -7.96881 0.69820 6.08030
H48 -6.83501 -0.22243 7.08458
H49 -6.61767 2.51025 7.02979
H50 -5.17578 1.49696 7.01780
H51 -6.50691 2.76288 4.58423
H52 -4.76912 2.61858 4.96027
O19 10.37627 -2.80535 1.33234
C42 10.12601 -3.75160 2.01769
O20 8.96713 -3.87849 2.71575
C43 9.00976 -5.06872 3.52511
C44 10.04667 -5.96703 2.86728
C45 11.02089 -4.94669 2.28451
H53 9.29160 -4.78392 4.54075
H54 8.01927 -5.51667 3.54573
H55 10.50079 -6.67367 3.55882
H56 9.58456 -6.53658 2.05985
H57 11.78720 -4.65224 3.00269
H58 11.48522 -5.28841 1.36439

=====

Molecular formula: C45H59AsN2O8P3Pt
Method: DFT, ωB97M-V with the def2-TZVPD basis set

Calculated values
- LUMO (eV) = -2.5
- electronic energy (Eh) = -5840.6372
- HOMO (hartree) = -0.36650
- total charge = +1

Geometry (Å):
Pt1 0.94936 0.93466 1.20352
C1 -0.58863 -4.85940 3.24177
C2 -0.95739 -3.55100 2.58856
C3 -2.37605 -3.49437 2.07738
O1 -0.03972 -3.38639 1.44150
P1 0.54452 -2.01306 0.98844
O2 -0.22240 -0.82705 1.52775
C4 2.27212 -2.06097 1.49410
P2 2.47891 -1.30798 3.11158
O3 1.78018 0.00026 3.16920
O4 1.87171 -2.41143 4.04492
C5 1.41518 -2.24573 5.44287
C6 0.45825 -1.08027 5.59962
C7 2.60459 -2.16143 6.37347
O5 3.99979 -1.14242 3.40560
C8 5.15393 -2.02212 3.18939
C9 5.64657 -1.86387 1.76516
C10 4.87450 -3.46288 3.56858
O6 0.51456 -1.99064 -0.56997
C11 1.13801 -2.86490 -1.57581
C12 0.94061 -4.33172 -1.26233
C13 2.59216 -2.48120 -1.76751
H1 -1.23214 -5.02933 4.10696
H2 0.45096 -4.84505 3.57659
H3 -0.72199 -5.68707 2.54138
H4 -0.78198 -2.72778 3.28094
H5 -2.56002 -4.30669 1.36987
H6 -2.56112 -2.54000 1.58369
H7 -3.07153 -3.59040 2.91316
H8 2.84548 -1.46284 0.78336
H9 2.62204 -3.09365 1.49481
H10 0.87953 -3.17583 5.61866
H11 0.97797 -0.12459 5.54247
H12 -0.02163 -1.16505 6.57593
H13 -0.31392 -1.08480 4.82811
H14 3.22434 -1.29483 6.13129
H15 3.21597 -3.06285 6.32247
H16 2.24750 -2.05146 7.39838
H17 5.89730 -1.61445 3.86850
H18 5.00641 -2.39894 1.05852
H19 6.65401 -2.27445 1.68143
H20 5.68151 -0.80981 1.48651
H21 4.07646 -3.89478 2.96020
H22 4.59091 -3.55251 4.61632
H23 5.77858 -4.05115 3.40640
H24 0.58393 -2.61391 -2.47263
H25 1.44668 -4.61186 -0.33463
H26 1.36360 -4.92566 -2.07485
H27 -0.11749 -4.57578 -1.16038
H28 3.23133 -2.91963 -0.99573
H29 2.71331 -1.39559 -1.76020
H30 2.93656 -2.85579 -2.73314
O7 2.13548 2.54780 2.30854
N1 2.64864 3.51354 1.67919
N2 2.67959 3.30000 0.41286
O8 2.21907 2.21164 -0.15657
C14 3.18414 4.33434 -0.46469
C15 3.04996 4.13155 -1.82504
C16 3.51351 5.10198 -2.70511
C17 4.10302 6.25891 -2.22476
C18 4.23652 6.44200 -0.85234
C19 3.78251 5.48251 0.03769
H31 2.58445 3.22543 -2.18262
H32 3.41808 4.94204 -3.77184
H33 4.46682 7.01156 -2.91280
H34 4.70802 7.33823 -0.46800
H35 3.88634 5.61839 1.10389
C20 -0.58388 1.01438 -1.95622
C21 -1.83784 1.43915 -2.72622
As1 -1.92771 0.55479 -4.49229
C22 -2.46142 -1.19000 -3.78737
C23 -3.62509 -1.37044 -3.03862
C24 -3.99035 -2.63607 -2.60145
C25 -3.19988 -3.73859 -2.91374
C26 -2.03640 -3.56746 -3.64933
C27 -1.67000 -2.29514 -4.08302
C28 -3.71270 1.18054 -4.97507
C29 -4.46827 0.38125 -5.83460
C30 -5.74447 0.76474 -6.21730
C31 -6.28070 1.96010 -5.75160
C32 -5.52910 2.77039 -4.91401
C33 -4.24794 2.38468 -4.52957
P3 -0.53243 1.66673 -0.25935
C34 -2.19288 1.33408 0.39653
C35 -2.94930 2.30442 1.04941
C36 -4.22621 2.00510 1.50832
C37 -4.75875 0.74157 1.31203
C38 -4.01502 -0.22720 0.64906
C39 -2.73617 0.06066 0.20136
C40 -0.36503 3.46153 -0.35871
C41 -0.22350 4.14239 -1.56344
C42 -0.04890 5.51827 -1.57232
C43 0.01492 6.22202 -0.37887
C44 -0.08856 5.54629 0.83030
C45 -0.27454 4.17338 0.84216
H36 0.32722 1.36272 -2.44927
H37 -0.51542 -0.07443 -1.88157
H38 -1.86752 2.51542 -2.87607
H39 -2.74685 1.16595 -2.19438
H40 -4.25920 -0.52172 -2.80565
H41 -4.90304 -2.76714 -2.03164
H42 -3.50277 -4.73007 -2.59893
H43 -1.42080 -4.42330 -3.90004
H44 -0.76845 -2.16580 -4.67237
H45 -4.06096 -0.55425 -6.20169
H46 -6.32133 0.13106 -6.87971
H47 -7.27962 2.25838 -6.04376
H48 -5.93590 3.70768 -4.55555
H49 -3.68094 3.04174 -3.88169
H50 -2.56258 3.30370 1.18278
H51 -4.80827 2.77073 2.00688
H52 -5.75875 0.51403 1.65977
H53 -4.43598 -1.21001 0.47503
H54 -2.17501 -0.70090 -0.32935
H55 -0.22692 3.61157 -2.50699
H56 0.05237 6.03875 -2.51676
H57 0.16860 7.29375 -0.39019
H58 0.00125 6.08348 1.76601
H59 -0.31645 3.64762 1.78847

=====

Molecular formula: C45H59BrClIrN2O5P2S6Si
Method: DFT, ωB97M-V with the def2-TZVPD basis set

Calculated values
- LUMO (spin up / spin down) (eV) = -4.4 / -4.8
- spin multiplicity = 2
- electronic energy (Eh) = -8735.2906
- HOMO (spin up / spin down) (hartree) = -0.37829 / -0.39105
- total charge = +1

Geometry (Å):
Ir1 -0.17182 0.33664 1.38127
O1 -2.20362 -3.42316 -0.27353
Cl1 -1.99622 -2.04786 -0.50063
O2 -1.81142 -1.75216 -1.85933
O3 -3.06412 -1.28406 0.03087
O4 -0.78222 -1.68836 0.24567
C1 7.13748 -2.28446 -0.32633
S1 6.37238 -3.09426 1.10627
C2 5.05588 -4.07486 0.28697
C3 3.65288 -3.61896 0.67517
C4 3.43198 -2.15366 0.31297
N1 2.09328 -1.66746 0.62497
P1 1.53658 -1.36856 2.22267
C5 3.06948 -0.90666 3.09227
C6 3.93158 -1.83866 3.65997
C7 5.16348 -1.43306 4.13977
C8 5.52688 -0.09656 4.08387
C9 4.65038 0.84324 3.56257
C10 3.42568 0.43924 3.06097
C11 1.00908 -2.93056 2.96547
C12 0.94948 -2.98666 4.36087
C13 0.35658 -4.06836 4.98327
C14 -0.16702 -5.10426 4.22397
C15 -0.11162 -5.05126 2.83967
C16 0.44448 -3.95276 2.20967
P2 1.36658 -0.53806 -0.45893
C17 2.76078 0.53494 -0.97893
C18 2.95298 1.72394 -0.28533
C19 4.02708 2.54244 -0.58803
C20 4.91468 2.17934 -1.58783
C21 4.70988 1.00934 -2.30363
C22 3.62968 0.19564 -2.00993
C23 1.04598 -1.49686 -1.95523
C24 0.93548 -2.88106 -1.92833
C25 0.61148 -3.57006 -3.07953
C26 0.37598 -2.88156 -4.25753
C27 0.47328 -1.49856 -4.28653
C28 0.79018 -0.80366 -3.13633
H1 7.99788 -1.73736 0.04557
H2 6.43448 -1.59456 -0.78613
H3 7.46928 -3.03426 -1.03953
H4 5.20748 -5.10986 0.59337
H5 5.21638 -3.99326 -0.78713
H6 3.51028 -3.75466 1.74757
H7 2.93088 -4.24826 0.15087
H8 3.57348 -2.03136 -0.76403
H9 4.19138 -1.54946 0.82617
H10 3.64078 -2.87696 3.73267
H11 5.83998 -2.16606 4.55337
H12 6.48838 0.21124 4.46477
H13 4.92088 1.88874 3.54987
H14 2.72618 1.15874 2.65387
H15 1.36648 -2.17726 4.94767
H16 0.29778 -4.10166 6.06227
H17 -0.62392 -5.95056 4.71307
H18 -0.51692 -5.85836 2.24787
H19 0.42408 -3.86756 1.13467
H20 2.23618 2.00214 0.48107
H21 4.16708 3.47084 -0.05473
H22 5.75648 2.81194 -1.82593
H23 5.38368 0.73554 -3.10163
H24 3.45498 -0.69566 -2.59593
H25 1.07408 -3.40516 -0.99543
H26 0.51918 -4.64436 -3.05373
H27 0.09698 -3.41916 -5.15023
H28 0.28648 -0.96096 -5.20443
H29 0.83378 0.27754 -3.13533
C29 -3.82542 3.53664 0.66537
C30 -3.38672 4.21184 -0.63953
C31 -2.16492 5.07084 -0.29433
C32 -4.50752 5.14134 -1.11643
Si1 -2.95682 2.90114 -2.03113
Br1 -1.55072 1.35884 -0.87113
C33 -1.72312 3.50204 -3.43173
C34 -1.55452 2.42644 -4.50923
C35 -0.32172 3.79234 -2.88073
C36 -2.25842 4.77114 -4.09953
C37 -4.46452 1.83324 -2.67613
C38 -4.01542 0.49764 -3.27623
C39 -5.23882 2.61264 -3.74363
C40 -5.42382 1.50144 -1.53013
H30 -4.00442 4.29984 1.42157
H31 -3.05402 2.87154 1.04557
H32 -4.73972 2.96754 0.54767
H33 -2.42182 5.75714 0.51147
H34 -1.84242 5.66854 -1.14143
H35 -1.33782 4.45334 0.04867
H36 -4.69652 5.90744 -0.36643
H37 -5.43512 4.59884 -1.27293
H38 -4.24212 5.63874 -2.04493
H39 -1.30702 1.46574 -4.07033
H40 -0.74652 2.70924 -5.17873
H41 -2.45092 2.32484 -5.10973
H42 0.15048 2.88694 -2.50953
H43 -0.33102 4.52264 -2.08113
H44 0.30208 4.19014 -3.67883
H45 -3.26242 4.62704 -4.48453
H46 -1.61802 5.04734 -4.93423
H47 -2.27652 5.60934 -3.41123
H48 -3.43702 0.62594 -4.18273
H49 -4.89842 -0.08566 -3.53213
H50 -3.42852 -0.09136 -2.57853
H51 -4.63322 2.78644 -4.62773
H52 -5.58642 3.57184 -3.37083
H53 -6.11022 2.03824 -4.05293
H54 -4.91972 0.93614 -0.75003
H55 -6.23702 0.88474 -1.91073
H56 -5.87012 2.39534 -1.10483
C41 -4.30622 -3.02256 2.19877
S2 -4.63182 -3.01406 3.96997
C42 -3.35442 -2.16016 4.76787
C43 -2.35192 -1.35126 4.25927
S3 -2.16142 -0.96716 2.62197
S4 -1.23962 -0.70956 5.46607
C44 -1.95982 -1.45446 6.87117
S5 -1.37712 -1.29586 8.38817
S6 -3.38022 -2.40416 6.49367
H57 -5.06272 -3.68316 1.77797
H58 -3.31702 -3.42636 1.99687
H59 -4.39822 -2.02966 1.76657
O5 -0.88752 3.98944 3.56587
C45 -0.55572 3.02614 3.00737
N2 -0.18742 2.04854 2.43807

=====

Molecular formula: C45H60AsBN7OPtS2
Method: DFT, ωB97M-V with the def2-TZVPD basis set

Calculated values
- LUMO (spin up / spin down) (eV) = -2.2 / -5.3
- spin multiplicity = 5
- electronic energy (Eh) = -5385.3485
- HOMO (spin up / spin down) (hartree) = -0.38036 / -0.39457
- total charge = +1

Geometry (Å):
Pt1 -0.04026 -0.01022 -0.18689
C1 0.52521 -1.85917 -3.25885
C2 -0.83353 -2.53887 -3.14937
C3 -1.88450 -1.92767 -4.07698
C4 -1.31858 -2.67831 -1.72981
C5 -2.24822 -3.62769 -1.30739
C6 -2.29230 -3.54523 0.06875
C7 -3.24092 -4.32325 0.94158
C8 -4.10881 -3.36841 1.75901
C9 -2.61485 -5.42999 1.78975
N1 -1.41556 -2.58639 0.45005
N2 -0.84411 -2.03852 -0.66297
B1 -0.79667 -2.27366 1.85043
N3 -1.34259 -0.92245 2.41737
N4 -1.16227 0.20626 1.65997
C10 -1.78547 1.21909 2.28114
C11 -2.31649 0.74745 3.46839
C12 -2.03469 -0.60189 3.54005
C13 -2.51854 -1.38058 4.75457
C14 -4.04946 -1.31120 4.85726
C15 -2.03213 -2.79522 5.00354
C16 -1.95559 2.66398 1.88368
C17 -0.68938 3.48801 2.06060
C18 -2.55533 2.88562 0.50322
N5 0.75682 -2.22800 1.67734
N6 1.32115 -1.27668 0.87644
C19 2.62335 -1.55500 0.74801
C20 2.90652 -2.68811 1.50584
C21 1.71108 -3.11348 2.04589
C22 1.57095 -4.46066 2.70585
C23 0.96862 -5.45008 1.70273
C24 0.86885 -4.52912 4.05665
C25 3.62584 -0.82315 -0.10856
C26 4.89954 -1.65358 -0.27789
C27 3.10647 -0.43210 -1.48889
H1 0.84499 -1.82719 -4.30226
H2 0.49493 -0.83695 -2.88182
H3 1.27650 -2.40613 -2.68694
H4 -0.69993 -3.57418 -3.47968
H5 -2.13826 -0.90914 -3.79131
H6 -1.51492 -1.91049 -5.10352
H7 -2.80779 -2.50672 -4.05753
H8 -2.80206 -4.31349 -1.92743
H9 -3.89234 -4.82579 0.22185
H10 -3.48890 -2.67668 2.32515
H11 -4.75199 -2.77394 1.10881
H12 -4.73854 -3.91945 2.45976
H13 -1.96657 -5.04127 2.57270
H14 -3.40722 -6.00743 2.26852
H15 -2.02988 -6.11209 1.17194
H16 -1.06886 -3.14457 2.59905
H17 -2.86166 1.32624 4.19523
H18 -2.13186 -0.78070 5.58502
H19 -4.52944 -1.88209 4.06477
H20 -4.36656 -1.73148 5.81262
H21 -4.41502 -0.28721 4.80072
H22 -2.40239 -3.50167 4.26300
H23 -0.94905 -2.84232 5.02645
H24 -2.40161 -3.11859 5.97817
H25 -2.68215 3.03462 2.61134
H26 0.02723 3.20977 1.28676
H27 -0.90388 4.55374 1.94937
H28 -0.22503 3.32722 3.03392
H29 -1.81434 2.67951 -0.26804
H30 -3.41984 2.24720 0.32793
H31 -2.86128 3.92798 0.39410
H32 3.85101 -3.19325 1.60476
H33 2.60786 -4.76002 2.87765
H34 -0.02807 -5.12752 1.40135
H35 1.58537 -5.52362 0.80650
H36 0.88533 -6.44277 2.14859
H37 -0.21007 -4.58966 3.94417
H38 1.19195 -5.42655 4.58580
H39 1.10966 -3.66808 4.68058
H40 3.92306 0.08218 0.43199
H41 4.67208 -2.62409 -0.72274
H42 5.59024 -1.13073 -0.94029
H43 5.41170 -1.82031 0.66922
H44 2.95947 -1.32023 -2.10715
H45 2.15761 0.10398 -1.45173
H46 3.82956 0.21373 -1.99193
S1 2.46731 2.54963 0.86914
C28 2.75685 4.15097 0.36204
C29 3.59802 5.01237 1.09077
C30 3.77615 6.31426 0.66495
C31 3.12238 6.77498 -0.47372
C32 2.28653 5.93412 -1.20831
C33 2.11270 4.62705 -0.79998
As1 1.05724 3.27358 -1.72575
C34 2.23391 2.65171 -3.12148
C35 3.41536 3.34264 -3.37686
C36 4.24390 2.92149 -4.40706
C37 3.90152 1.81508 -5.17073
C38 2.72760 1.12364 -4.90565
C39 1.89175 1.53567 -3.87921
C40 -0.30989 4.32871 -2.56946
C41 -0.71901 4.02813 -3.86550
C42 -1.71665 4.78510 -4.45788
C43 -2.31232 5.82572 -3.75582
C44 -1.91294 6.11324 -2.45834
C45 -0.91375 5.36110 -1.85858
H47 4.08855 4.64456 1.98183
H48 4.41913 6.98094 1.22337
H49 3.26290 7.79813 -0.79674
H50 1.78346 6.30783 -2.09142
H51 3.70255 4.19892 -2.78217
H52 5.16065 3.45973 -4.60808
H53 4.55304 1.48910 -5.97064
H54 2.46210 0.25551 -5.49451
H55 0.98194 0.99312 -3.66373
H56 -0.25775 3.21602 -4.41345
H57 -2.03063 4.56216 -5.46883
H58 -3.09307 6.41210 -4.22174
H59 -2.38283 6.91881 -1.90985
H60 -0.61549 5.57703 -0.83922
O1 -2.93604 0.43973 -1.51194
S2 -1.98405 1.17751 -2.32071
N7 -0.53428 1.16814 -1.92064